C88H199N12O18 | the ωB97M-V functional and the def2-TZVPD basis

The geometry in XYZ format:
```
317
Properties=species:S:1:pos:R:3:forces:R:3
C -2.499909 3.143707 4.793303 -1.14 -0.57 -0.66
C -2.369026 1.780576 5.421591 1.12 0.67 0.39
O -1.575241 1.529746 6.284777 -0.67 -0.30 -0.44
N -3.171315 0.640350 4.880138 0.55 0.59 -0.06
H -3.037277 0.457473 3.814016 0.78 -0.21 -0.40
H -2.921250 -0.154405 5.464568 0.01 -0.18 -0.12
C -4.600509 0.908206 4.887048 -1.31 0.49 -0.24
H -3.527432 3.400719 4.497827 0.12 -0.16 0.50
H -2.027271 3.055079 3.809750 0.54 0.23 0.15
H -2.106129 3.928588 5.436314 0.26 -0.26 -0.16
H -5.115420 0.051637 4.476673 -0.13 -0.38 0.29
H -4.800309 1.698522 4.152511 0.05 0.00 0.49
H -4.939891 1.161790 5.886849 -0.23 0.03 -0.08
C 6.579019 3.156175 1.536733 0.20 -0.11 -1.16
C 7.457399 1.960854 1.447739 0.36 -2.56 1.62
O 7.990132 1.283372 2.290556 -0.62 1.60 -0.38
N 7.480650 1.293169 0.097639 -0.73 -0.02 0.07
H 6.488268 0.722889 -0.123937 0.36 0.86 -0.37
H 7.582667 2.073661 -0.538132 -0.32 -0.06 -0.74
C 8.638908 0.403097 -0.102379 0.86 -0.47 -1.04
H 6.335443 3.464682 2.526174 0.02 0.11 0.79
H 5.669186 2.859563 1.012981 -0.28 0.14 0.04
H 6.980868 4.011160 0.984188 0.11 -0.05 0.09
H 8.661523 0.081474 -1.157977 -0.31 0.12 0.37
H 8.698977 -0.501889 0.517639 -0.42 0.72 0.11
H 9.525866 1.006846 0.018801 0.39 -0.09 0.35
C 1.042570 0.171929 -0.856396 -0.41 1.62 -1.19
C -0.156971 -0.500455 -0.372321 0.13 -0.09 0.50
O -0.099948 -1.628333 0.013951 0.22 -2.57 0.57
N -1.385786 0.176229 -0.287470 -0.64 1.09 -0.17
H -1.645525 0.246722 0.680795 -0.11 -0.10 0.79
H -1.656118 2.012958 -0.660617 0.84 -1.99 -0.14
C -2.493298 -0.425937 -1.027184 0.43 0.74 -1.24
H 1.976623 -0.328251 -0.604921 -0.11 0.26 -0.05
H 0.920828 1.240305 -0.625708 0.67 -0.18 0.47
H 0.888028 0.272599 -1.947742 0.34 -0.37 0.27
H -2.189372 -0.373230 -2.084182 -0.28 -0.31 0.15
H -3.329358 0.257486 -0.921452 -0.29 -0.21 0.03
H -2.776433 -1.445064 -0.784477 0.12 -0.23 0.30
C -3.968602 1.458642 -4.790674 -1.01 0.39 0.41
C -3.053854 1.849350 -5.858366 2.94 -1.09 -0.35
O -3.397896 2.560530 -6.736091 -0.72 1.44 -1.51
N -1.694509 1.370816 -5.860755 -2.60 -0.20 0.35
H -1.316203 0.939854 -5.051248 0.10 0.06 0.97
H -2.062538 -0.941289 -5.593114 -0.28 0.13 -0.06
C -0.750287 1.941098 -6.737202 1.37 1.11 -1.00
H -4.865998 1.072593 -5.248958 -0.15 -0.63 -0.38
H -4.396886 2.442073 -4.470581 0.71 -0.86 0.87
H -3.555249 0.714449 -4.110405 -0.19 0.51 0.59
H -0.080568 1.184112 -7.147711 0.20 0.01 0.17
H -0.174443 2.763248 -6.266294 0.06 -0.45 0.03
H -1.173533 2.431935 -7.612033 -0.59 -0.28 0.15
C 1.004221 6.617818 -0.831811 0.43 0.62 -0.23
C 0.201377 7.314710 0.260750 0.16 -0.99 -0.74
C 0.655407 8.735898 0.392250 -0.46 0.28 0.77
C -0.195627 9.333116 1.568320 0.67 -1.64 -1.22
N 0.235613 10.634972 1.987060 0.06 2.20 1.45
C 1.704208 10.650902 2.418108 0.20 -1.04 -0.66
C 1.823461 11.493683 3.642145 -0.23 0.60 0.44
C 0.534721 11.148573 4.374939 -0.51 -0.22 -0.26
C -0.484578 11.095384 3.242747 -0.18 0.02 0.51
C -0.047190 11.643161 0.948898 1.21 0.71 -0.84
H 2.065172 6.625042 -0.569165 0.00 -0.02 0.13
H 0.931624 7.099486 -1.810657 -0.17 0.20 0.07
H 0.719219 5.600516 -0.974507 -0.34 -0.96 -0.02
H 0.350075 6.754768 1.187059 0.16 0.27 0.11
H -0.853188 7.292723 0.015438 -0.52 -0.03 -0.18
H 0.475966 9.264508 -0.552809 -0.13 0.00 0.24
H 1.742032 8.707102 0.527237 -0.23 0.29 0.54
H -0.159709 8.658571 2.441938 0.02 0.20 -0.43
H -1.210848 9.448861 1.189462 -0.19 -0.20 0.21
H 2.291101 10.906565 1.544289 0.22 0.13 0.02
H 1.937478 9.621734 2.720790 -0.06 0.04 -0.35
H 1.913117 12.569586 3.462100 0.08 -0.19 -0.06
H 2.656399 11.131675 4.229181 0.42 0.29 0.00
H 0.203544 11.897755 5.097640 0.27 -0.29 0.11
H 0.653327 10.161638 4.831512 -0.14 0.20 0.20
H -0.923815 12.078299 3.114670 0.18 0.16 -0.44
H -1.303172 10.419023 3.356922 -0.55 -0.48 0.45
H 0.632228 12.469972 1.147663 -0.52 0.43 0.17
H -1.088812 11.958750 0.823101 0.25 -0.31 0.54
H 0.318631 11.260054 0.017221 -0.02 -0.28 -0.61
C 1.724151 1.138691 3.593339 -0.76 -0.24 -1.18
C 1.859585 2.050643 4.790457 0.32 0.21 0.03
C 2.479388 1.342108 5.998070 -0.43 0.10 1.09
C 1.593659 0.242590 6.678245 0.52 0.92 -1.58
N 1.813138 -0.069868 8.104356 -1.26 -0.23 1.26
C 3.150799 -0.583862 8.466995 1.00 0.15 -0.40
C 2.977038 -1.441956 9.740266 -0.25 -0.52 -1.05
C 1.452574 -1.782412 9.825530 0.78 0.57 0.19
C 0.948407 -1.283441 8.471653 -0.11 0.02 0.37
C 1.383640 1.058213 9.017057 0.56 0.70 -0.25
H 1.248124 1.624481 2.719750 0.00 0.09 0.51
H 1.066896 0.253599 3.811027 0.72 0.52 -0.06
H 2.679550 0.829075 3.173236 0.21 -0.36 0.33
H 0.868841 2.435647 5.018799 -0.18 0.06 0.39
H 2.482209 2.966356 4.628387 -0.39 -0.83 -0.35
H 2.648274 2.161910 6.692229 0.18 -0.14 0.47
H 3.449893 0.940936 5.736575 0.29 -0.11 -0.06
H 1.698302 -0.695745 6.133799 0.03 -0.06 0.04
H 0.573863 0.584375 6.563627 -0.37 -0.15 0.25
H 3.857349 0.245618 8.556680 -0.15 -0.10 0.10
H 3.463398 -1.164281 7.578575 -0.01 -0.01 0.59
H 3.361734 -0.977606 10.631754 0.10 0.19 0.22
H 3.540848 -2.345431 9.530481 0.16 -0.13 0.43
H 1.022208 -1.252397 10.684992 -0.13 -0.18 -0.38
H 1.282667 -2.852098 9.998032 -0.05 0.33 -0.29
H -0.092307 -0.986921 8.440477 -0.20 0.05 -0.06
H 1.160268 -2.021437 7.709197 -0.08 -0.18 -0.22
H 0.994565 0.650698 9.947439 0.26 0.13 -0.06
H 0.606834 1.627637 8.521049 -0.25 -0.08 -0.08
H 2.220736 1.759222 9.193815 -0.34 -0.59 0.00
C 8.971727 1.308125 -5.306094 0.00 0.80 1.37
C 7.839597 1.294466 -4.218161 0.27 -1.95 -1.63
C 6.572665 1.877610 -4.792347 -0.60 1.22 0.92
C 5.563005 1.914267 -3.632686 0.24 -0.03 0.06
N 4.246268 2.608468 -3.862412 1.14 0.61 -1.02
C 4.477581 4.137092 -3.824533 -1.55 -0.77 0.50
C 4.478453 4.485871 -2.339345 1.01 -0.06 0.13
C 3.730020 3.350107 -1.660134 -0.67 -0.52 1.10
C 3.307207 2.342438 -2.734664 -0.48 0.10 -0.19
C 3.655507 2.231783 -5.192442 -0.27 -0.93 0.91
H 9.841884 0.785002 -4.870782 -0.29 0.11 -0.69
H 9.274263 2.371210 -5.474172 -0.17 -0.81 0.07
H 8.644239 0.908010 -6.269032 0.15 -0.20 0.29
H 8.190301 1.805490 -3.325215 -0.12 0.14 0.11
H 7.537279 0.238328 -3.956539 0.81 0.71 0.06
H 6.192730 1.339658 -5.665306 0.27 -0.14 0.18
H 6.837280 2.892746 -5.104715 -0.35 0.06 -0.20
H 6.037668 2.402920 -2.772940 -0.23 0.13 -0.20
H 5.321354 0.926478 -3.258235 -0.05 -0.39 -0.22
H 3.513934 4.447757 -4.249480 0.69 0.73 -0.30
H 5.368086 4.375470 -4.391808 -0.19 0.21 -0.22
H 4.037529 5.448075 -2.083398 -0.19 0.00 -0.53
H 5.482682 4.566924 -1.934037 0.31 -0.08 -0.17
H 2.921091 3.828603 -1.110082 -0.47 -0.59 -0.26
H 4.289420 2.811172 -0.867385 -0.01 0.37 -0.64
H 2.300519 2.414588 -3.169024 0.05 0.60 0.37
H 3.381905 1.301417 -2.434684 0.39 -0.14 0.20
H 3.378918 1.165307 -5.123910 0.22 0.39 -0.14
H 4.344397 2.380909 -6.010428 0.14 0.23 -0.01
H 2.745289 2.801508 -5.322136 -0.10 0.18 -0.14
C 1.424521 -8.048578 -0.696573 -0.30 0.14 -0.27
C 1.436990 -6.660162 -1.343192 -0.34 -0.37 -0.50
C 1.279054 -5.519940 -0.379222 0.75 1.08 1.99
C 2.346490 -5.602916 0.775861 -0.09 0.05 -0.10
N 2.442015 -4.407649 1.711979 0.95 0.31 -0.77
C 2.963840 -3.170295 0.989095 0.44 0.51 -0.23
C 3.939613 -2.531444 1.981347 0.20 0.02 -0.62
C 4.709875 -3.750011 2.457375 -0.67 -1.31 0.16
C 3.541287 -4.738316 2.725993 -0.24 0.38 1.09
C 1.160392 -4.039177 2.358563 -0.18 -1.05 -0.67
H 1.501173 -8.843588 -1.454532 0.06 0.29 0.35
H 0.480639 -8.198469 -0.141092 0.38 0.01 -0.14
H 2.255152 -8.135601 -0.001389 0.03 -0.32 0.02
H 0.608321 -6.589755 -2.051057 -0.06 -0.03 -0.16
H 2.335598 -6.481877 -1.942983 0.09 -0.26 0.14
H 0.297260 -5.470799 0.123479 0.14 -0.39 -0.34
H 1.376939 -4.546551 -0.883428 0.11 -0.17 0.02
H 3.384360 -5.748088 0.435900 -0.41 0.20 -0.37
H 2.207036 -6.438877 1.461313 -0.58 -0.14 -0.26
H 2.132883 -2.546821 0.637659 0.11 -0.23 0.18
H 3.575780 -3.468572 0.120223 -0.50 -0.16 0.27
H 3.460224 -2.009298 2.810852 -0.17 -0.13 0.02
H 4.564662 -1.797584 1.477803 0.00 0.03 -0.06
H 5.250474 -3.608201 3.373493 0.30 0.20 0.43
H 5.424792 -4.204777 1.744495 -0.46 0.55 0.03
H 3.110282 -4.627745 3.744217 0.21 0.39 -0.63
H 3.738934 -5.796221 2.682183 0.46 -0.26 -0.36
H 0.460404 -3.833182 1.540939 -0.08 0.01 0.50
H 1.320680 -3.162348 2.946992 0.07 0.56 0.36
H 0.857149 -4.874820 2.995149 -0.18 0.17 -0.15
C -6.330202 -1.876485 -2.085536 -0.27 -0.66 1.41
C -5.818465 -3.115719 -1.313606 0.77 0.45 0.38
C -4.884616 -3.969859 -2.148146 -0.35 -0.23 -0.36
C -4.297578 -5.129847 -1.372890 0.77 -0.73 0.35
N -3.404202 -6.026587 -2.247154 -0.42 0.35 -0.51
C -4.136600 -6.805414 -3.343536 0.60 -0.28 -0.55
C -3.214992 -8.033406 -3.683504 -0.44 1.12 0.95
C -2.292447 -8.207450 -2.422055 -1.92 0.81 -0.56
C -2.895919 -7.156091 -1.470507 0.96 -1.05 1.38
C -2.251663 -5.283514 -2.786052 0.85 0.52 0.22
H -6.839697 -1.273042 -1.324913 -0.09 0.20 -0.49
H -7.048161 -2.162380 -2.844767 -0.07 0.05 -0.20
H -5.528532 -1.288518 -2.517076 0.22 0.01 -0.09
H -6.619390 -3.764742 -0.977376 -0.53 0.11 0.02
H -5.300457 -2.805376 -0.381673 -0.18 0.01 -0.52
H -4.121600 -3.341121 -2.628658 -0.07 -0.28 0.29
H -5.527594 -4.380638 -2.930149 0.22 -0.07 -0.34
H -5.023384 -5.862422 -0.966788 -0.05 0.70 -0.27
H -3.668887 -4.810580 -0.493858 -0.38 -0.18 -0.95
H -4.357037 -6.214684 -4.233187 0.13 0.21 0.36
H -5.066698 -7.122505 -2.917372 -0.54 -0.13 0.34
H -2.703982 -7.773563 -4.590737 0.52 -0.32 -0.37
H -3.852150 -8.895037 -3.849421 0.11 -0.11 -0.14
H -1.243142 -8.086426 -2.618004 0.38 0.10 -0.08
H -2.480367 -9.168511 -1.992322 0.25 -0.64 0.24
H -2.177690 -6.811546 -0.728058 0.01 0.21 0.05
H -3.748273 -7.566055 -0.919559 0.11 -0.09 -0.17
H -1.656949 -4.856772 -1.969994 -0.23 -0.27 0.21
H -2.495663 -4.420445 -3.390299 -0.46 -0.20 -0.25
H -1.613329 -5.979867 -3.310154 0.05 -0.08 -0.32
C 7.555592 -2.139906 -6.636989 0.45 0.62 -0.79
C 6.656921 -2.672198 -5.541671 0.00 -0.75 0.21
C 5.180729 -2.536546 -5.901788 -0.07 0.83 1.35
C 4.305601 -3.055411 -4.746897 0.55 0.23 -0.02
N 2.825293 -2.914919 -4.977216 0.20 -0.31 -0.30
C 2.375509 -1.476995 -4.934454 1.63 -0.41 0.63
C 0.949116 -1.507066 -4.445574 -0.45 0.41 -1.36
C 0.686076 -2.902651 -3.868760 0.15 0.11 1.53
C 2.136234 -3.475929 -3.778029 -0.33 0.62 1.01
C 2.379694 -3.586275 -6.272239 -0.36 -0.66 1.13
H 7.476855 -2.628421 -7.614620 -0.34 -0.20 0.30
H 8.613340 -2.175456 -6.408479 0.19 -0.28 0.39
H 7.388470 -1.069124 -6.844998 -0.30 -0.25 0.22
H 6.953903 -2.224937 -4.566739 -0.58 -0.02 -0.49
H 6.725856 -3.752065 -5.399501 0.89 -0.13 -0.02
H 4.972600 -3.104237 -6.789549 0.09 -0.22 -0.51
H 5.027283 -1.478740 -6.115237 -0.55 0.14 -0.03
H 4.477874 -2.560448 -3.771297 0.13 0.10 -0.62
H 4.513681 -4.118137 -4.561969 -0.15 0.10 -0.30
H 2.665837 -1.101423 -5.888623 -0.60 0.63 -0.87
H 3.023261 -0.951535 -4.210219 -0.16 -0.48 -0.04
H 0.297384 -1.201024 -5.271184 -0.23 -0.37 0.20
H 0.874243 -0.743757 -3.710480 -0.33 0.55 0.71
H -0.043674 -3.469643 -4.461224 0.56 -0.07 0.04
H 0.223380 -2.791681 -2.841187 0.60 -0.27 -1.06
H 2.275763 -4.542287 -3.667451 -0.24 -0.39 -0.56
H 2.735127 -3.045978 -2.917841 -1.05 -0.08 -0.70
H 2.880589 -3.243998 -7.170335 0.05 0.44 0.24
H 1.292730 -3.515865 -6.352194 0.22 0.32 -0.10
H 2.600466 -4.638845 -6.123410 0.15 -0.17 -0.18
C -4.536058 7.509707 2.280205 0.98 0.38 0.11
O -3.877761 6.613615 1.393255 -1.25 0.57 -0.69
C -3.139318 5.599275 1.957645 0.30 -0.42 0.17
C -3.114822 4.536902 0.900091 0.29 -0.40 -0.40
N -4.517543 4.066129 0.657599 0.99 -0.55 2.01
H -4.593763 3.092355 1.058550 0.13 0.37 -0.82
H -5.106506 4.628137 1.299089 -0.41 0.06 -1.43
C -4.842126 4.059701 -0.765079 -1.75 0.87 -0.41
C -6.314787 3.672858 -0.919484 0.78 -1.90 -1.22
O -7.029625 4.162520 0.140917 -1.58 1.07 0.54
C -8.071657 5.090678 -0.282084 0.64 0.39 -0.47
H -5.081490 8.241654 1.681346 0.22 -0.12 0.13
H -3.770199 7.982550 2.914739 -0.34 0.23 -0.14
H -5.212550 6.985193 2.928250 -0.54 -0.36 0.34
H -3.606774 5.146292 2.849855 0.04 0.45 0.21
H -2.142421 5.975916 2.173723 0.37 -0.32 0.39
H -2.562045 3.639071 1.143070 0.48 0.03 0.19
H -2.724747 4.958938 -0.025957 -0.03 -0.12 0.07
H -4.170283 3.398738 -1.296584 0.20 -0.08 0.07
H -4.761233 5.088606 -1.124600 0.43 -0.06 0.10
H -6.414593 2.570347 -0.963389 0.15 0.22 0.35
H -6.653275 3.961944 -1.921079 -0.12 0.50 0.24
H -8.676492 4.649483 -1.076359 -0.02 -0.11 0.16
H -7.575804 5.987512 -0.692216 -0.27 -0.20 0.13
H -8.713571 5.394231 0.539835 0.24 -0.32 0.22
C -5.960198 -10.618132 4.909585 0.19 -0.82 0.44
O -6.758838 -9.748471 4.129413 -1.01 -0.83 -0.77
C -7.944206 -10.360364 3.549213 0.25 0.91 1.01
C -8.792383 -9.136936 3.213838 -1.52 -0.42 -0.86
N -7.861827 -8.079279 2.727334 0.40 0.16 0.31
H -7.092866 -8.185748 3.450763 -0.18 0.28 -0.85
H -7.493666 -8.371681 1.812975 0.01 0.32 0.33
C -8.437891 -6.700024 2.714917 -0.62 0.34 -1.25
C -7.466102 -5.664268 2.198135 1.15 0.13 -0.11
O -6.297531 -5.629371 3.017216 -0.03 0.21 -0.15
C -5.405093 -4.564630 2.697976 0.17 -0.38 -0.45
H -6.459460 -10.855768 5.869679 0.27 0.16 -0.44
H -5.049720 -10.050247 5.078624 0.14 -0.30 0.22
H -5.739931 -11.576996 4.384944 -0.09 0.73 0.22
H -8.444167 -11.025360 4.265953 0.04 0.30 -0.08
H -7.744366 -10.946045 2.654760 0.44 -0.02 -0.13
H -9.355623 -8.685215 4.030181 0.29 -0.33 0.32
H -9.545490 -9.362529 2.427433 0.53 0.14 0.40
H -8.716511 -6.475684 3.723564 -0.31 0.08 0.58
H -9.342033 -6.657619 2.042220 0.80 -0.32 0.82
H -7.889835 -4.653190 2.141018 -0.41 -0.33 0.11
H -7.151234 -5.938102 1.180867 -0.10 0.05 -0.16
H -5.137270 -4.537774 1.611808 -0.15 -0.28 0.55
H -4.495295 -4.724653 3.291822 -0.32 0.06 -0.19
H -5.814007 -3.575125 2.914862 -0.25 -0.08 0.23
C 2.595247 4.519658 1.460398 -1.79 0.36 -1.11
C 2.932728 5.724667 2.317365 0.12 2.25 2.19
O 4.065250 5.566765 2.828017 -0.24 0.03 -0.33
O 2.143812 6.729641 2.561195 0.78 -2.26 -1.23
H 3.372509 4.464239 0.693815 0.02 -0.46 0.48
H 1.617277 4.544606 0.927163 0.36 0.30 0.21
H 2.505848 3.670950 2.127978 0.60 -0.39 -0.04
C -4.980986 -0.927560 1.503042 0.27 0.83 0.63
C -4.114678 0.357178 1.598473 0.17 -0.50 -0.38
O -3.038660 0.307820 2.292553 -0.11 -0.10 0.83
O -4.419155 1.338412 0.904639 -0.34 -0.07 0.27
H -5.766534 -0.706791 0.776858 -0.04 -0.45 0.30
H -5.360158 -1.255931 2.491262 -0.15 0.57 -0.46
H -4.352728 -1.766542 1.222719 0.22 0.05 -0.42
C 6.091018 -1.981577 -0.835378 -0.43 0.37 -0.06
C 5.019830 -0.912751 -1.115071 0.37 0.53 -0.32
O 3.993510 -1.223830 -1.730833 -0.53 -0.95 -0.43
O 5.209534 0.299428 -0.764632 1.10 -0.05 0.81
H 6.873953 -2.022757 -1.575463 0.09 0.33 -0.74
H 5.626473 -2.958093 -0.872528 -0.05 -0.25 0.31
H 6.650801 -1.802314 0.070313 -0.19 -0.07 0.59
C -3.719299 -3.666153 -5.880687 0.58 1.08 0.10
C -2.884109 -2.604974 -5.193528 -1.59 0.77 -3.14
O -2.637202 -1.599071 -6.017303 0.17 0.06 -1.56
O -2.535551 -2.481620 -4.079346 1.15 -0.89 4.22
H -3.250542 -3.804044 -6.844224 0.40 -0.87 -0.15
H -4.611096 -3.151903 -6.234421 -0.52 -0.16 0.54
H -3.890663 -4.548396 -5.263582 -0.03 0.23 -0.44
C -1.456431 3.946364 -3.264950 0.55 1.21 -0.31
C -1.144676 2.724660 -2.494905 0.02 -1.56 1.39
O -1.625535 2.775458 -1.229281 -0.68 2.97 -1.18
O -0.554247 1.735964 -2.878614 0.05 0.21 -0.65
H -1.838728 4.714386 -2.567673 0.04 -0.30 -0.74
H -2.119093 3.733277 -4.101140 -0.55 -0.15 0.29
H -0.589682 4.345091 -3.833197 -0.12 -0.30 0.75
```
Forces are in eV/Å.

HOMO-LUMO gap, eV: 5.6
Net charge: +7
Electronic energy, eV: -149149.5506
LUMO level, eV: -11.35

Mulliken population analysis, charges in e, atoms 1 to 5:
1. C -0.846
2. C 0.241
3. O -0.520
4. N 0.381
5. H 0.310